No. 1
Density functional theory data (the ωB97M-V functional and the def2-TZVPD basis) for C26H32BrN8OPd as an isolated structure at a distorted geometry.

Output
Net charge: +1
Strongest force on any atom (eV Å⁻¹): 1.4
HOMO-LUMO gap (eV): 8.17
Energy relative to the best compared isomer or geometry (same formula, charge and spin) (eV): 0.673
LUMO level (Ha): -0.097
Highest occupied orbital energy (eV): -10.80

Positions of all 69 atoms, in Å:
H 4.137 -2.090 3.416
Pd 0.258 -0.263 0.326
H 2.186 4.606 -0.182
H -5.463 -1.597 0.163
H -2.213 -3.425 -0.471
C -4.539 -2.137 -0.056
Br -2.366 1.463 1.168
H 0.751 6.461 0.087
H 5.301 0.089 1.531
H 6.886 -0.636 -3.095
C 0.088 4.685 0.324
C 1.340 2.670 0.106
H -4.184 1.071 -3.074
N 0.288 1.903 0.402
N 2.203 -1.999 2.582
H 0.921 -1.829 4.239
H 2.481 -3.070 -0.995
H 2.230 -4.802 -0.638
H 0.631 -0.676 2.914
H 2.035 -0.470 3.970
H 2.254 2.132 -0.104
H 4.461 -0.494 -2.626
C 1.294 4.045 0.059
C 3.327 -0.157 -0.224
N -2.627 0.083 -2.055
C 4.721 -0.209 -0.515
C 8.848 -0.460 -1.307
H -1.589 1.439 -3.214
C -0.869 2.539 0.681
H -4.785 -3.188 -0.210
O -0.076 6.009 0.291
H -5.512 -0.243 -1.605
C -1.381 0.558 -2.611
H -5.302 -1.517 -2.817
C -2.661 -0.992 -1.200
C 2.777 -3.901 -0.356
H 3.839 -4.081 -0.514
H -0.897 -0.200 -3.237
N -3.912 -1.551 -1.227
H 0.218 -3.169 -0.991
C -4.771 -0.830 -2.158
C 5.179 -0.405 -1.822
N 2.577 -3.554 1.042
H 3.840 -4.713 2.280
N 9.974 -0.533 -1.523
H -1.970 4.366 0.876
C 3.705 -3.679 1.962
C 7.007 -0.164 0.266
N 0.595 -2.221 0.889
C 2.149 -0.200 0.060
C 7.453 -0.370 -1.041
H -3.891 -2.049 0.810
C -3.796 0.065 -2.920
C 3.323 -2.754 3.121
H 4.619 -3.345 1.465
C 6.532 -0.485 -2.086
C -0.128 -3.165 0.046
C 5.654 -0.083 0.522
H -0.690 0.842 -1.815
H 7.726 -0.068 1.067
C 1.398 -1.204 3.477
H -1.904 -2.689 1.117
C 1.746 -2.564 1.444
C -1.587 -2.707 0.068
H -3.543 -0.361 -3.898
H 3.003 -3.316 4.004
C -1.022 3.903 0.648
N -1.622 -1.384 -0.537
H -0.044 -4.179 0.450

***

No. 2
Density functional theory data (the ωB97M-V functional and the def2-TZVPD basis) for one molecule with the formula C4H8O at a distorted geometry.

Output
SMILES string: CC1(C)CO1
Net charge: 0
Strongest force on any atom (eV Å⁻¹): 1.5
HOMO-LUMO gap (eV): 10.39
Energy relative to the best compared isomer or geometry (same formula, charge and spin) (eV): 2.695
LUMO level (Ha): 0.038
Highest occupied orbital energy (eV): -9.34

Positions of all 13 atoms, in Å:
H 1.332 -0.697 1.112
H -0.974 -1.916 -0.311
C 1.245 -0.588 0.017
H 2.049 0.081 -0.288
H 1.351 -1.589 -0.413
H -1.977 -0.862 0.689
O -0.433 1.213 -0.949
H -1.917 -0.645 -1.055
H -0.367 1.892 1.197
C 0.119 1.603 0.274
H 0.968 2.282 0.052
C -0.092 0.102 -0.155
C -1.305 -0.876 -0.170

***

No. 3
Density functional theory data (the ωB97M-V functional and the def2-TZVPD basis) for C34H45CoN8O5 as an isolated structure.

Output
Net charge: +2
Strongest force on any atom (eV Å⁻¹): 0.7
HOMO-LUMO gap (eV): 6.90
Energy relative to the best compared isomer or geometry (same formula, charge and spin) (eV): 0.368
LUMO level (Ha): -0.224
Highest occupied orbital energy (eV): -12.99

Positions of all 93 atoms, in Å:
C -0.691 0.712 2.031
O -2.845 0.555 -2.600
H -1.074 -1.360 -4.512
C -5.346 0.351 -0.121
H -2.207 -2.853 -3.734
H 3.791 -3.138 4.088
H -5.040 -1.545 2.491
C -2.128 -3.433 -0.322
C -1.075 2.917 3.050
C 3.509 -0.114 -0.780
N -2.717 -0.373 -0.508
H 2.419 3.055 -6.431
H 1.598 3.390 1.558
H 0.588 -0.984 4.524
C 0.242 1.097 -2.510
C -1.598 0.436 4.291
H 2.437 3.611 -1.717
C 3.862 -1.555 1.236
C 0.536 0.646 -4.866
H -2.003 1.822 0.014
O -0.322 0.006 1.053
O 1.058 -1.145 -1.034
H 2.269 3.411 -4.057
H 5.237 -2.621 3.222
N -1.177 1.969 1.942
C 4.477 1.579 0.764
C 1.789 2.167 -6.452
H 1.107 -0.946 2.831
H -6.377 0.581 0.108
H 3.492 2.344 2.473
H -3.185 -2.074 -2.496
C 3.438 -2.586 2.038
C -0.775 -0.934 -3.554
H -4.856 0.155 2.930
C 1.149 2.190 -2.671
C 1.628 2.540 -3.961
O -2.724 -1.143 1.655
H 2.364 1.356 -6.900
C -4.786 0.636 -1.301
H 3.192 -0.244 -1.813
H -0.332 -1.875 3.291
C 1.719 2.811 -1.547
C -2.068 -3.771 -1.802
H 0.314 0.022 -5.727
H -0.910 3.187 0.227
H -0.184 -4.166 1.028
C 4.301 -3.168 3.124
H 2.600 1.047 1.714
H 4.543 -4.210 2.914
C -5.250 -0.527 2.177
H -0.427 2.535 3.833
C 1.774 -1.607 -0.072
N -0.556 0.225 3.292
C 2.304 2.994 0.826
N 1.542 2.460 -0.299
N -0.968 -2.601 0.001
C 0.243 -0.965 3.490
H -5.333 1.116 -2.096
C 3.071 -1.076 0.168
H -2.103 -4.341 0.283
H -2.055 3.143 3.472
C 2.154 -3.108 1.791
C -1.672 2.574 0.713
C -3.309 -0.612 0.716
H -2.885 -4.454 -2.042
H -6.324 -0.386 2.091
H -1.217 0.930 5.187
H 4.515 1.479 -1.360
H 0.944 2.374 -7.109
H -3.040 -2.895 -0.084
H -1.134 -4.294 -2.025
H 1.795 -3.916 2.422
H -0.655 3.850 2.668
H 5.065 2.474 0.564
C 3.189 1.945 1.503
H -2.409 1.024 3.871
H -2.005 -0.536 4.574
C 0.034 0.264 -3.639
H -2.513 3.218 0.970
Co -0.818 -0.800 -0.740
C 1.317 1.802 -5.071
N -1.194 -1.510 -2.497
C -0.013 -3.168 0.625
H 2.899 3.834 0.463
C -2.220 -2.550 -2.686
H 0.862 1.707 -0.141
N -4.643 -0.271 0.874
H 5.095 0.926 1.375
O -0.309 0.913 -1.376
C 1.318 -2.616 0.813
N 4.223 0.951 -0.549
C -3.394 0.302 -1.537
H 4.862 -1.161 1.377